Formula: C7H10
Source: OMol25
Level of theory: wB97M-V/def2-TZVPD

XYZ file:
```
17
Properties=species:S:1:pos:R:3:mulliken_charge:R:1
C 2.2122 -1.1390 -0.2771 -1.0277
C 0.0414 0.1784 0.5730 -0.0197
C -1.0469 -0.8459 0.3346 -0.6909
C -1.5764 0.3372 -0.5634 -0.3695
C -1.0803 1.7007 0.1535 -0.6000
C -0.4023 1.1935 1.3818 -0.4940
C -0.2120 0.8983 -0.7442 -0.0732
H 2.1212 -2.0600 0.3034 0.2761
H 1.6069 -1.2663 -1.1832 0.2102
H 3.2412 -0.9464 -0.5651 0.3545
H -1.6212 -1.1525 1.2120 0.3077
H -0.8059 -1.7071 -0.3009 0.2725
H -2.3445 0.2567 -1.3314 0.4052
H -1.5487 2.6527 -0.0800 0.3987
H -0.8453 0.9932 2.3540 0.2434
H 1.8805 -0.2843 0.3359 0.3416
H 0.3800 1.1908 -1.6029 0.4652
```

Its energy above the lowest of the compared OMol25 structures with the same formula, charge and spin is 6.485 eV. The total energy comes out at -272.47967 Ha. Its maximum force is 0.888 eV/Å.


Formula: C18H45ClFO10P3Si
Source: OMol25
Level of theory: wB97M-V/def2-TZVPD

XYZ file:
```
79
Properties=species:S:1:pos:R:3:mulliken_charge:R:1
C 2.3399 6.1443 -0.1935 -1.1463
Si 2.2263 5.3141 -1.9211 0.2197
C 1.1462 3.7480 -1.7495 -0.4667
C -0.2067 3.9489 -0.9672 -0.2941
F -1.0489 2.8225 -1.2702 -0.3037
C 3.9388 4.7246 -2.5896 -0.6790
C 5.1743 5.3167 -1.7906 -0.7877
C 5.5458 4.4357 -0.5089 -0.3418
Cl 6.8580 5.3898 0.3755 -0.2257
P 1.4857 6.8146 -3.3749 0.1242
O 1.7758 8.3547 -2.6650 -0.4581
O -0.2093 6.7490 -3.5639 -0.4907
H 2.7199 5.4159 0.5753 0.3624
H 1.2694 6.3843 0.1125 0.3562
H 2.8874 7.1238 -0.2131 0.3397
H 1.0005 3.2262 -2.7478 0.3548
H 1.7562 3.0101 -1.1333 0.3330
H -0.7930 4.8619 -1.2544 0.1209
H -0.0660 3.9136 0.1498 0.2614
H 4.0018 5.0004 -3.6848 0.3921
H 3.9720 3.5942 -2.5142 0.3834
H 5.0842 6.3962 -1.5027 0.3494
H 6.0771 5.2160 -2.4716 0.4285
H 5.9824 3.4390 -0.7967 0.3644
H 4.6583 4.2900 0.1710 0.1847
H 1.2811 8.4278 -1.8271 0.3050
H -0.5994 5.9867 -3.1070 0.3243
C -5.6263 -0.2202 -1.9754 -0.9699
C -4.7532 -1.3287 -1.4182 -0.5098
O -4.3351 -1.0477 -0.0866 -0.0631
P -5.4374 -1.2112 1.1474 1.1211
O -5.7529 -2.6861 0.8896 -0.7472
O -4.4177 -1.4839 2.4316 -0.3907
C -4.7108 -2.5329 3.3551 -0.4065
C -3.8274 -3.7371 3.0802 -1.0536
O -5.2981 0.4499 1.4713 -0.5114
C -4.0198 1.0828 1.5854 0.0442
C -3.7108 1.9119 0.3529 -0.9385
H -6.4818 -0.0220 -1.3221 0.2651
H -5.9972 -0.4854 -2.9678 0.3968
H -5.0640 0.7112 -2.0596 0.2166
H -5.2759 -2.2869 -1.4653 0.3911
H -3.8506 -1.4271 -2.0263 0.2745
H -5.7685 -2.7989 3.3260 0.3592
H -4.5073 -2.1518 4.3597 0.3685
H -3.8354 -4.0129 2.0256 0.2628
H -4.1488 -4.5981 3.6706 0.3969
H -2.7888 -3.5106 3.3356 0.2552
H -3.2159 0.3734 1.7745 0.1362
H -4.0852 1.7439 2.4536 0.4141
H -3.3773 1.2786 -0.4699 0.0678
H -2.9075 2.6212 0.5614 0.3161
H -4.5925 2.4548 0.0076 0.2994
C 4.5732 -5.4696 1.9691 -0.9071
C 4.2415 -4.5109 0.8407 -0.4038
O 2.8699 -4.5926 0.4691 -0.3549
P 1.7312 -3.9084 1.4690 1.2005
O 2.2901 -2.4836 1.4611 -0.7468
O 0.4990 -3.6147 0.3944 -0.4020
C -0.1673 -2.3507 0.4128 -0.1548
C 0.3265 -1.4813 -0.7301 -1.1154
O 1.0319 -5.4278 1.7674 -0.4381
C 0.7198 -6.3345 0.7058 -0.0036
C 1.7164 -7.4783 0.6597 -1.1152
H 3.9166 -5.3117 2.8302 0.2548
H 5.6092 -5.3414 2.2901 0.3908
H 4.4411 -6.5047 1.6501 0.2110
H 4.5065 -3.4881 1.1184 0.3553
H 4.8314 -4.7648 -0.0432 0.2880
H -0.0427 -1.8543 1.3764 0.3294
H -1.2373 -2.5406 0.2903 0.1824
H 1.4157 -1.4480 -0.7724 0.3342
H -0.0530 -0.4609 -0.6349 0.2866
H -0.0104 -1.8878 -1.6873 0.3246
H 0.6621 -5.8428 -0.2635 0.2268
H -0.2721 -6.7346 0.9307 0.4046
H 2.6473 -7.1659 0.1841 0.1477
H 1.3161 -8.3099 0.0752 0.4198
H 1.9654 -7.8278 1.6629 0.2800
```

The total energy comes out at -3338.81229 Ha. Its maximum force is 9.054 eV/Å.


Formula: C70H158N10O10
Source: OMol25
Level of theory: wB97M-V/def2-TZVPD

XYZ file:
```
248
Properties=species:S:1:pos:R:3:mulliken_charge:R:1
C 2.3740 -0.9093 -4.0383 -0.8373
C 2.6570 -2.3987 -4.3284 2.1838
C 4.1713 -2.3736 -4.7142 -2.1168
C 2.4059 -3.3194 -3.1614 -1.8915
C 0.8722 -3.4985 -2.8644 2.9885
C 0.3244 -4.0790 -4.1536 -1.6646
C 0.5340 -3.2207 -5.4468 2.1772
C 0.0693 -4.0043 -6.6689 -1.8935
C -0.3397 -1.9940 -5.3553 -2.0944
N 1.9313 -2.8276 -5.6047 0.0631
O 2.0612 -1.8419 -6.6520 -0.4919
H 2.6455 -0.2164 -4.8980 0.4918
H 1.3362 -0.6079 -3.7868 0.1622
H 2.9096 -0.5413 -3.1470 -0.3016
H 4.2217 -1.7887 -5.5781 0.5759
H 4.8517 -1.9530 -3.9530 0.1896
H 4.6348 -3.3500 -4.9558 0.4011
H 2.8067 -4.3098 -3.4017 0.3745
H 3.0024 -2.8719 -2.3653 0.3036
H 0.7364 -4.3898 -2.1385 -1.6959
H 0.4981 -2.5805 -2.4056 -0.7789
H -0.7912 -4.1128 -4.0625 0.1400
H 0.8034 -5.0165 -4.2974 0.6486
H 0.9028 -4.7132 -6.9290 0.4260
H -0.1049 -3.2446 -7.4374 0.4285
H -0.7755 -4.6027 -6.3498 0.3438
H -1.2990 -2.3300 -5.5353 0.6977
H -0.2086 -1.2030 -6.0423 0.3530
H -0.4550 -1.5229 -4.3832 0.2724
H 2.4541 -2.3803 -7.3902 0.3876
C -3.8111 -6.8015 1.3841 -1.8938
C -3.7518 -5.4350 0.7533 1.6490
C -4.2888 -4.4489 1.7986 -1.4272
C -2.3076 -5.1020 0.2596 -0.0192
C -1.8216 -5.8160 -0.9837 1.2212
C -2.8030 -5.3814 -2.0473 -1.0532
C -4.2690 -5.8344 -1.6425 1.5419
C -5.1055 -5.0137 -2.6560 -1.7198
C -4.4572 -7.3887 -1.8786 -1.7239
N -4.5941 -5.2196 -0.3839 1.0659
O -5.9574 -5.7157 -0.0523 -0.6034
H -4.9119 -7.0960 1.3618 0.4109
H -3.3635 -7.5554 0.7426 0.2765
H -3.1912 -6.6974 2.2772 0.4560
H -4.3257 -3.4159 1.4363 -0.0283
H -5.2946 -4.8119 1.9372 0.6392
H -3.6276 -4.4183 2.6757 0.2337
H -2.2564 -4.0331 0.0042 -0.9960
H -1.6787 -5.1294 1.1736 0.8595
H -0.8078 -5.4462 -1.1534 -1.8531
H -1.7324 -6.9619 -0.8554 0.1729
H -2.5252 -5.7485 -3.0578 0.6757
H -2.8270 -4.2625 -2.0979 -0.1377
H -4.9248 -3.9674 -2.5703 0.1801
H -6.2324 -5.0521 -2.6110 0.4214
H -4.8816 -5.3366 -3.6792 0.4196
H -4.4442 -7.5011 -2.9946 0.3752
H -5.3590 -7.8609 -1.4349 0.3244
H -3.5895 -7.9411 -1.5408 0.3162
H -6.5550 -4.9907 -0.4330 0.3115
C 3.0200 4.9101 0.5114 -1.9394
C 2.7723 4.7380 -0.9527 1.7125
C 1.2628 4.5669 -1.1768 -2.0905
C 3.3379 5.9800 -1.6251 -1.3225
C 3.5216 5.7701 -3.1090 -0.6728
C 4.2520 4.5243 -3.3413 -1.5726
C 3.7235 3.2148 -2.7668 2.1973
C 2.5547 2.5511 -3.4679 -1.0467
C 4.7998 2.2179 -2.8573 -2.5907
N 3.4891 3.5742 -1.4123 0.3272
O 3.0092 2.4763 -0.6668 2.9486
H 2.5004 5.7496 0.9674 0.4616
H 2.7574 3.9505 1.0566 -0.0132
H 4.1150 5.0642 0.6012 0.4593
H 0.6735 5.4024 -0.7285 0.5115
H 1.0772 4.5387 -2.2228 0.4932
H 0.9260 3.6917 -0.6849 -0.0107
H 2.7014 6.8732 -1.5202 0.3436
H 4.2655 6.3123 -1.2081 0.4495
H 2.5023 5.7003 -3.5229 0.3327
H 4.0581 6.6180 -3.5504 0.4847
H 5.2762 4.5669 -2.9967 0.4015
H 4.3464 4.4530 -4.4311 0.3651
H 2.1590 1.6971 -2.9157 -0.2034
H 2.7894 2.2794 -4.5031 0.4570
H 1.7229 3.2113 -3.4717 0.2499
H 5.1415 2.0725 -3.8628 0.6291
H 4.5070 1.3549 -2.4045 -0.4079
H 5.6450 2.4840 -2.3085 0.7208
H 3.7382 2.1211 -0.1779 -0.8306
C 5.3462 -1.7385 1.7790 -1.7127
C 5.7063 -0.2702 2.0360 1.6393
C 4.5279 0.5619 2.5819 -1.1671
C 6.9580 -0.3022 2.9351 -1.3633
C 7.6047 1.0907 2.9836 -0.3922
C 8.1851 1.4669 1.6675 -1.2246
C 7.0661 1.4155 0.6095 1.7604
C 6.3424 2.7894 0.7329 -0.8295
C 7.7376 1.2367 -0.6948 -1.7082
N 6.2489 0.2084 0.7222 -0.4447
O 5.0844 0.2414 -0.1070 0.1154
H 5.2791 -2.1627 2.7725 0.4937
H 4.3512 -1.9017 1.3569 -0.0374
H 6.1423 -2.1777 1.1795 0.4489
H 3.9252 0.0133 3.3039 0.5787
H 4.9458 1.4429 3.0343 0.0055
H 3.7924 0.7708 1.7709 -0.0355
H 6.6637 -0.6167 3.9467 0.4417
H 7.7031 -0.9040 2.5474 0.4491
H 6.8449 1.8427 3.3005 0.2819
H 8.4367 1.0554 3.7442 0.3535
H 8.8360 0.6568 1.3335 0.3128
H 8.6879 2.3933 1.7174 0.3778
H 5.7538 2.7991 1.6381 -0.0091
H 5.6626 2.9280 -0.0322 -0.3372
H 7.1218 3.6496 0.7008 0.4705
H 8.5508 0.5461 -0.5356 0.3254
H 8.1289 2.1816 -1.0529 0.4117
H 7.0864 0.9678 -1.5184 0.3763
H 5.4467 0.1370 -1.0387 0.1423
C -0.5127 -1.9885 4.3890 -1.2198
C -1.6510 -1.2808 5.1137 1.6797
C -2.9162 -2.1926 5.0271 -1.6719
C -1.2711 -0.9839 6.5766 -1.3801
C -2.2194 -0.0138 7.3135 -0.8699
C -2.2880 1.1879 6.4062 -1.1784
C -2.7523 0.9625 4.9793 1.5464
C -4.2404 0.7239 4.8497 -1.4006
C -2.3810 2.2846 4.2640 -0.9005
N -1.8539 -0.0208 4.4050 0.7288
O -2.3124 -0.2085 3.0568 1.3367
H -0.7707 -2.3625 3.3996 -0.1508
H 0.2640 -1.1938 4.2762 0.0354
H -0.1766 -2.7958 5.0509 0.6123
H -3.3177 -2.1200 3.9932 -0.0146
H -2.6947 -3.1766 5.2251 0.6831
H -3.7121 -1.9220 5.7161 0.3101
H -1.1888 -1.8976 7.1318 0.3925
H -0.2315 -0.5815 6.4959 0.3554
H -3.1960 -0.4578 7.4705 0.3821
H -1.7938 0.1700 8.2809 0.5058
H -1.2524 1.6541 6.3269 0.0539
H -2.9649 1.9319 6.7732 0.5828
H -4.7671 1.6878 5.1173 0.4694
H -4.5226 -0.0347 5.5320 0.3847
H -4.5293 0.3837 3.8065 -0.1637
H -2.5678 2.1931 3.1839 -0.2934
H -1.3536 2.6138 4.4193 0.0327
H -3.0536 3.0954 4.6178 0.5561
H -1.6352 0.1032 2.4538 -0.5343
C -4.0114 4.2697 -0.1381 -2.9988
C -4.7267 5.4591 -0.7881 2.6153
C -5.6658 5.0405 -1.8388 -1.8638
C -5.4384 6.2271 0.3120 -1.4095
C -5.9001 7.6613 -0.0619 -0.6991
C -4.6001 8.3963 -0.4605 -1.4097
C -3.9021 7.7796 -1.6424 1.9495
C -4.7574 7.9424 -2.8889 -2.0045
C -2.5378 8.4285 -1.8629 -1.9839
N -3.6143 6.3460 -1.2975 0.3126
O -3.0326 5.6941 -2.4308 -0.5098
H -3.1794 4.5548 0.5162 0.5523
H -4.7624 3.5983 0.2385 0.4759
H -3.4804 3.7558 -0.9134 0.5041
H -5.0832 4.6564 -2.6339 0.4939
H -6.2546 4.2046 -1.4121 0.4383
H -6.4466 5.7749 -2.1250 0.2708
H -6.2513 5.6200 0.6562 0.5395
H -4.7426 6.3510 1.2433 0.2599
H -6.7080 7.7385 -0.7903 0.3692
H -6.2678 8.2782 0.7511 0.3910
H -3.8485 8.2919 0.4093 0.2706
H -4.7773 9.4005 -0.7806 0.5222
H -4.2767 7.4593 -3.7072 0.4199
H -4.7500 8.9437 -3.2505 0.5119
H -5.8083 7.7381 -2.8120 0.3492
H -2.6807 9.5099 -1.6967 0.4241
H -2.2190 8.2869 -2.8936 0.3805
H -1.8273 8.0387 -1.1503 0.4247
H -2.1550 5.5340 -2.1262 0.3101
C 1.7548 -6.9250 0.3178 -0.3699
O 1.4596 -8.1632 -0.3529 -0.4126
C 1.2190 -7.9652 -1.6902 -0.0210
C 1.6143 -9.2737 -2.4615 0.4668
C 3.0867 -9.5273 -2.2859 -1.3485
N 1.3529 -9.0466 -3.8780 -0.6497
H 1.1730 -6.1100 -0.0822 -0.0787
H 2.7868 -6.6788 0.3099 0.3534
H 1.5989 -6.9336 1.3922 0.2879
H 0.2051 -7.6995 -1.9136 0.0014
H 1.8260 -7.2137 -2.1151 0.2391
H 0.9810 -10.0779 -1.9631 0.2552
H 3.6987 -8.6570 -2.4897 0.2821
H 3.3666 -10.3243 -2.9038 0.4582
H 3.2493 -9.8567 -1.2285 0.2743
H 1.0476 -9.8787 -4.3718 0.2628
H 0.6154 -8.3431 -4.0016 0.1709
C 0.9705 5.1332 3.1218 -1.5526
O 1.6701 3.9163 3.0597 0.7628
C 2.3291 3.6824 4.2382 -1.0114
C 1.4696 2.9147 5.2907 1.3274
C 2.1869 2.9057 6.5614 -1.7972
N 1.2549 1.5666 4.7826 -0.3367
H 1.6894 5.8664 3.1782 0.6239
H 0.2354 5.1063 3.9104 0.3365
H 0.4632 5.2339 2.1967 0.2035
H 3.3073 3.1596 4.0464 -0.0986
H 2.5829 4.6723 4.7263 0.4087
H 0.6281 3.6195 5.4146 -0.0240
H 1.8485 2.2150 7.3212 0.3944
H 2.2530 3.9044 6.9253 0.4104
H 3.1691 2.5262 6.3457 0.3712
H 0.9772 1.5415 3.8011 -0.0127
H 0.4955 1.0907 5.3429 -0.3155
C -7.1376 0.4288 0.3965 -1.0134
O -5.7490 0.6127 0.2521 0.0549
C -4.9339 -0.5681 0.5175 -1.2821
C -3.6450 -0.5432 -0.3530 2.0564
C -3.8298 -0.3552 -1.8870 -1.5580
N -2.9861 -1.8304 -0.0600 0.8322
H -7.4947 -0.3460 -0.2745 0.3442
H -7.5879 1.3616 0.1759 0.2255
H -7.4077 0.1675 1.3819 0.3511
H -4.6377 -0.5754 1.5594 -0.0438
H -5.4497 -1.4467 0.2006 0.8261
H -3.0219 0.2586 -0.0254 -1.1784
H -2.9952 0.1568 -2.3182 0.3586
H -4.7696 0.1544 -2.1463 0.2860
H -3.8645 -1.3362 -2.3047 0.0333
H -3.6486 -2.5607 -0.2884 -0.4326
H -2.1345 -2.0462 -0.5997 -0.4834
C -1.4997 2.2471 0.8432 -1.3682
O -0.8745 0.9625 0.9653 1.4928
C 0.4555 0.9740 0.4328 0.3675
C 0.7073 -0.5006 0.0450 0.7654
C 0.3309 -1.5486 1.0875 -1.2961
N 2.0902 -0.7462 -0.3858 0.8043
H -2.4654 2.1507 1.4082 0.1327
H -1.6472 2.3546 -0.2524 0.5911
H -0.9430 3.1029 1.2176 0.0498
H 0.4945 1.5790 -0.4720 -0.0214
H 1.1093 1.3031 1.2351 -0.4563
H 0.0834 -0.6683 -0.8979 -0.4672
H -0.7256 -1.6627 1.3983 -0.5419
H 0.9025 -1.1615 1.9437 0.2088
H 0.7539 -2.4976 0.7642 0.3311
H 2.7069 -0.9249 0.4508 -0.5622
H 2.4695 -0.0184 -0.9842 -0.5490
```

Its energy above the lowest of the compared OMol25 structures with the same formula, charge and spin is 4.786 eV. The total energy comes out at -4061.37987 Ha. Its maximum force is 3.422 eV/Å.


Formula: C4H6N2
Source: OMol25
Level of theory: wB97M-V/def2-TZVPD

XYZ file:
```
12
Properties=species:S:1:pos:R:3:mulliken_charge:R:1
C 0.3840 -1.1994 1.6490 -0.9720
C 0.0253 -0.0027 0.7416 0.3231
C 0.9925 0.5825 -0.0695 -0.3487
N 0.5728 0.6850 -1.3493 -0.5598
C -0.7237 0.5077 -1.3328 -0.1100
N -1.0667 -0.0287 -0.0910 -0.1381
H -0.3367 -1.8940 1.2228 0.2795
H 0.2132 -0.9133 2.6853 0.2590
H 1.3437 -1.6426 1.3815 0.3230
H 2.0495 0.6982 0.1565 0.4133
H -1.4418 0.6325 -2.1295 0.3543
H -1.9904 -0.3327 0.1834 0.1765
```

Its energy above the lowest of the compared OMol25 structures with the same formula, charge and spin is 1.198 eV. The total energy comes out at -265.49155 Ha. Its maximum force is 2.651 eV/Å.


What is the maximum force in the third record? 3.422 eV/Å